Entry 1:
One molecule with the formula C2H6FP, computed with wB97M-V/def2-TZVPD.

Orbital gap   0.383 Ha
Relative energy (zero: lowest compared OMol25 entry of this formula, charge and spin)   229.8 kJ/mol
Structure (SMILES)   C[C@H](F)P
E_HOMO   -9.633 eV
LUMO level   0.78 eV
DFT total energy   -520.93421 hartree

```
10
Properties=species:S:1:pos:R:3:forces:R:3
C -1.068 -0.011 -0.021 -0.13 -2.71 1.26
C 0.212 0.711 0.230 2.40 -0.79 -2.61
F 0.319 1.778 -0.731 -0.07 -1.22 0.89
P 1.994 -0.606 -0.113 -0.95 2.45 2.57
H -1.318 -0.881 0.792 1.02 1.93 -2.11
H -1.875 0.657 0.099 -1.04 1.07 0.10
H -1.130 -0.393 -1.067 0.21 0.00 0.88
H 0.402 1.149 1.150 -0.14 0.70 1.81
H 1.336 -1.549 0.710 0.18 -0.19 0.13
H 1.129 -0.854 -1.049 -1.47 -1.24 -2.91
```
Positions in Å, forces in eV/Å.



Entry 2:
An isolated ion of composition C6H11O and charge -1, computed with wB97M-V/def2-TZVPD.

Total charge   -1
Orbital gap   0.215 Ha
Relative energy (zero: lowest compared OMol25 entry of this formula, charge and spin)   92.8 kJ/mol
Structure (SMILES)   C/C=C/CCC[O-]
E_HOMO   -2.280 eV
LUMO level   3.57 eV
DFT total energy   -310.38143 hartree

```
18
Properties=species:S:1:pos:R:3:forces:R:3
C 1.465 -2.646 0.717 -0.36 -1.78 -1.04
C 1.238 -1.443 -0.111 -0.35 1.01 -0.16
C 0.095 -0.755 -0.150 0.05 0.05 0.27
C -0.162 0.463 -0.962 1.32 1.28 -0.36
C -0.359 1.623 0.008 1.17 0.78 1.71
C -1.854 2.083 0.097 0.52 0.56 0.75
O -2.334 2.328 -1.107 -0.58 -0.34 -0.91
H 1.050 -3.517 0.167 0.00 0.23 -0.07
H 0.859 -2.713 1.630 0.87 0.40 0.28
H 2.527 -2.937 0.691 -0.23 0.38 1.12
H 2.091 -1.057 -0.673 -0.25 -0.34 -0.34
H -0.622 -0.905 0.663 -0.26 -0.51 -0.40
H -1.012 0.559 -1.659 0.01 -0.63 0.32
H 0.759 0.688 -1.542 -0.42 -0.37 -0.04
H 0.307 2.493 -0.133 -0.61 0.15 -1.41
H 0.215 1.396 0.951 -1.26 -0.62 0.17
H -2.420 1.280 0.719 0.34 0.60 -0.30
H -1.844 3.060 0.694 0.02 -0.84 0.42
```
Positions in Å, forces in eV/Å.



Entry 3:
C2CrF3NO3S as an isolated structure, computed with wB97M-V/def2-TZVPD.

Total charge   +2
Orbital gap (alpha / beta)   0.305 / 0.294 Ha
E_HOMO (alpha / beta)   -21.335 / -21.811 eV
LUMO level (alpha / beta)   -13.03 / -13.81 eV
Spin multiplicity   5
DFT total energy   -2098.06350 hartree

```
11
Properties=species:S:1:pos:R:3:forces:R:3
N 0.173 -0.405 -1.800 0.39 -0.26 0.95
S 0.503 -1.069 -0.450 1.68 3.62 1.77
C -1.229 -1.451 0.252 -4.20 -2.32 1.98
F -1.979 -0.371 0.203 1.25 -0.08 -0.39
F -1.097 -1.846 1.501 0.80 0.58 -1.23
F -1.764 -2.410 -0.472 1.01 0.85 0.00
O 1.384 2.262 1.842 -0.19 -2.72 -2.36
C 1.257 1.855 0.755 0.41 4.48 3.51
O 1.110 2.152 -0.406 -0.16 -1.15 -1.22
O 1.068 -0.183 0.708 -1.06 -2.98 -2.50
Cr 0.574 1.466 -2.133 0.07 -0.03 -0.52
```
Positions in Å, forces in eV/Å.



Entry 4:
C22H17N3O2 as an isolated structure, computed with wB97M-V/def2-TZVPD.

Orbital gap   0.249 Ha
Relative energy (zero: lowest compared OMol25 entry of this formula, charge and spin)   556.2 kJ/mol
E_HOMO   -8.104 eV
LUMO level   -1.33 eV
DFT total energy   -1163.13938 hartree

```
44
Properties=species:S:1:pos:R:3:forces:R:3
C -0.182 3.258 1.829 2.27 1.38 -0.07
C 0.682 3.299 2.965 -0.17 1.27 2.41
N 1.417 3.405 3.859 -0.70 -0.39 -0.85
C -1.367 2.400 1.915 -0.81 -1.81 -0.59
C -2.468 2.516 1.005 0.91 0.65 0.20
C -3.391 1.508 0.851 -0.53 -1.38 0.50
C -3.292 0.347 1.655 1.44 1.56 0.46
N -4.138 -0.774 1.395 -2.04 -2.46 -0.82
O -4.035 -1.811 2.081 0.19 2.00 -0.81
O -4.952 -0.696 0.448 1.41 0.22 1.53
C -2.338 0.292 2.697 -0.92 -0.29 -0.61
C -1.409 1.306 2.825 0.27 0.62 -0.23
H -0.386 4.241 1.337 0.33 -0.66 0.75
H -2.611 3.424 0.404 0.38 -0.40 0.18
H -4.211 1.533 0.127 0.46 0.21 0.25
H -2.355 -0.564 3.373 0.09 0.27 -0.23
H -0.694 1.270 3.654 -0.10 -0.04 -0.45
C 0.871 2.653 -0.433 -0.33 -0.68 -1.14
C 1.503 2.872 0.895 0.08 -1.90 0.17
N 2.577 3.783 0.970 -1.23 0.59 -0.60
C 3.756 3.719 1.741 0.32 1.14 0.06
C 4.303 2.686 2.465 0.17 -1.05 0.52
C 5.499 2.905 3.167 -0.11 0.32 -0.19
C 6.110 4.172 3.174 -0.20 0.13 -0.15
C 5.553 5.228 2.443 -0.24 -0.65 -0.10
C 4.405 4.987 1.676 0.21 -0.81 0.90
C 3.627 5.829 0.814 -0.82 0.48 -0.27
C 2.528 5.045 0.357 1.08 0.94 0.21
C 1.657 5.563 -0.587 -0.77 0.04 -0.43
C 1.782 6.898 -0.981 0.51 0.22 0.26
C 2.811 7.701 -0.458 0.49 -0.14 0.52
C 3.755 7.179 0.454 -0.86 -0.61 -0.58
H 0.612 1.594 -0.485 0.01 -0.01 -0.13
H -0.092 3.176 -0.588 0.79 -0.04 -0.09
H 1.586 2.869 -1.226 -0.18 -0.04 -0.25
H 1.956 1.916 1.304 -1.24 0.96 -0.13
H 3.799 1.706 2.510 0.38 0.58 0.07
H 5.970 2.100 3.739 -0.34 0.23 -0.26
H 7.023 4.334 3.758 -0.44 -0.09 -0.25
H 5.977 6.226 2.473 0.12 -0.14 -0.06
H 0.895 4.933 -1.047 0.16 0.48 0.26
H 1.081 7.345 -1.696 0.31 -0.37 0.28
H 2.902 8.746 -0.755 -0.13 -0.28 0.03
H 4.554 7.779 0.889 -0.19 -0.04 -0.29
```
Positions in Å, forces in eV/Å.



Entry 5:
C40H47CaN4O4STe as an isolated structure, computed with wB97M-V/def2-TZVPD.

Total charge   -1
Orbital gap   0.214 Ha
Relative energy (zero: lowest compared OMol25 entry of this formula, charge and spin)   105.6 kJ/mol
E_HOMO   -3.639 eV
LUMO level   2.17 eV
DFT total energy   -3416.49335 hartree

```
98
Properties=species:S:1:pos:R:3:forces:R:3
Ca 0.391 1.180 -0.556 -0.09 -0.23 -0.43
C 8.002 -1.358 3.572 0.05 -0.01 0.02
C 6.560 -1.051 3.271 -0.01 0.03 -0.02
C 6.199 0.137 2.640 0.04 0.01 0.00
C 4.876 0.411 2.335 -0.03 -0.01 -0.02
C 3.891 -0.512 2.657 0.12 0.00 0.06
C 4.229 -1.697 3.294 0.07 0.05 0.01
C 5.558 -1.957 3.599 -0.03 -0.03 0.01
S 2.189 -0.168 2.276 -0.17 0.09 0.05
O 1.471 -1.376 2.623 0.02 0.05 -0.06
O 1.840 1.042 2.988 -0.04 -0.07 0.07
N 2.135 0.205 0.737 0.38 -0.82 -0.34
C 2.470 -0.718 -0.265 -0.05 0.35 0.83
C 2.998 -2.004 -0.061 0.01 -0.13 -0.33
C 3.292 -2.762 -1.175 0.00 -0.04 0.06
C 3.041 -2.268 -2.452 0.01 0.00 -0.06
C 2.480 -1.012 -2.555 -0.11 0.09 0.03
N 2.210 -0.250 -1.495 0.14 -0.11 0.07
H 8.619 -0.461 3.512 -0.01 0.00 0.00
H 8.404 -2.084 2.863 -0.02 0.00 -0.01
H 8.117 -1.780 4.571 -0.02 0.00 0.00
H 6.968 0.857 2.385 -0.01 0.00 0.00
H 4.604 1.339 1.848 -0.02 -0.01 0.00
H 3.446 -2.400 3.543 -0.01 0.00 0.00
H 5.818 -2.884 4.098 0.00 0.01 0.00
H 3.139 -2.405 0.929 0.00 0.05 0.03
H 3.703 -3.757 -1.048 0.00 0.00 0.00
H 3.250 -2.849 -3.339 0.00 -0.01 0.01
H 2.206 -0.584 -3.514 0.00 0.00 0.00
N 2.090 3.064 -0.669 -0.16 0.19 0.03
C 1.437 4.224 -0.028 0.04 0.12 0.02
C -0.104 4.169 -0.089 0.00 -0.09 0.02
O -0.715 5.224 -0.179 -0.01 0.02 0.06
O -0.588 2.986 0.009 -0.35 0.75 0.09
H 2.867 2.715 -0.124 0.00 -0.01 -0.01
H 2.439 3.313 -1.586 0.01 -0.03 -0.01
H 1.754 5.179 -0.449 0.08 -0.02 0.00
H 1.691 4.225 1.035 0.01 0.01 0.00
C -1.734 0.835 -7.244 -0.03 -0.02 -0.03
C -0.993 1.188 -5.977 -0.07 -0.04 -0.03
C 0.034 2.121 -6.018 0.06 0.05 0.05
C 0.696 2.438 -4.829 -0.03 -0.01 -0.04
C 1.808 3.456 -4.819 0.05 0.06 -0.01
C 0.325 1.827 -3.653 -0.06 -0.13 -0.01
C -0.729 0.853 -3.546 0.12 0.04 0.01
C -1.367 0.572 -4.790 0.03 0.01 0.02
N -0.936 0.341 -2.319 0.00 -0.07 0.04
C -1.944 -0.606 -1.864 -0.03 0.15 -0.01
C -2.762 -1.390 -2.906 0.08 -0.13 -0.02
C -3.721 -2.385 -2.238 0.01 0.04 0.03
C -4.714 -1.613 -1.365 -0.01 -0.03 -0.02
C -3.944 -0.834 -0.296 0.02 0.00 -0.02
C -3.160 -1.819 0.578 -0.02 -0.03 0.01
C -2.177 -2.609 -0.293 -0.02 0.04 -0.05
C -2.942 -3.375 -1.373 0.01 -0.04 0.01
C -1.212 -1.631 -0.968 0.00 -0.08 0.07
C -2.969 0.135 -0.975 -0.01 0.07 0.01
H -1.301 1.342 -8.108 0.00 0.00 0.01
H -2.786 1.124 -7.181 0.01 0.01 0.02
H -1.707 -0.240 -7.437 0.01 0.00 0.02
H 0.312 2.600 -6.950 0.00 0.00 0.00
H 1.996 3.845 -5.821 -0.01 -0.01 0.00
H 2.743 3.026 -4.451 -0.02 -0.02 0.01
H 1.562 4.306 -4.176 -0.02 -0.01 0.00
H 0.884 2.116 -2.766 -0.09 -0.04 -0.05
H -2.166 -0.147 -4.846 0.01 0.02 -0.04
H -2.087 -1.918 -3.588 0.00 0.00 0.02
H -3.353 -0.690 -3.498 -0.02 -0.01 0.03
H -4.265 -2.928 -3.018 0.00 0.00 0.00
H -5.420 -2.306 -0.894 0.00 0.01 0.01
H -5.297 -0.924 -1.985 0.01 0.00 0.00
H -4.648 -0.269 0.324 0.00 0.00 0.00
H -3.851 -2.508 1.078 0.00 0.01 0.01
H -2.613 -1.279 1.357 0.01 0.00 0.00
H -1.610 -3.303 0.333 0.00 -0.01 0.00
H -3.628 -4.096 -0.914 0.00 0.01 0.00
H -2.241 -3.944 -1.993 0.00 0.01 0.00
H -0.466 -2.156 -1.574 -0.02 -0.03 0.00
H -0.659 -1.125 -0.160 -0.02 0.06 -0.08
H -2.440 0.723 -0.215 0.02 -0.03 0.00
H -3.502 0.863 -1.595 -0.02 -0.02 0.00
C -1.068 0.763 4.757 -0.18 -0.27 0.04
Te -1.411 1.449 2.779 0.54 0.42 -0.40
C -3.485 1.291 3.208 -0.07 -0.14 0.17
C -3.578 0.633 4.568 -0.14 0.05 -0.11
C -4.818 0.255 5.083 0.00 0.02 0.02
C -4.922 -0.345 6.326 0.02 0.00 0.00
C -3.772 -0.576 7.073 -0.01 0.00 0.01
C -2.539 -0.208 6.566 0.03 0.01 -0.01
C -2.425 0.396 5.313 0.09 -0.04 0.08
H -0.588 1.556 5.327 -0.02 -0.01 0.05
H -0.403 -0.098 4.726 0.02 0.01 0.02
H -3.984 0.692 2.446 -0.02 0.00 0.01
H -3.923 2.288 3.210 -0.07 -0.03 0.03
H -5.710 0.435 4.494 0.00 0.00 0.00
H -5.891 -0.636 6.710 0.00 0.00 0.00
H -3.838 -1.049 8.045 -0.01 0.00 0.00
H -1.640 -0.398 7.141 0.00 0.00 0.00
```
Positions in Å, forces in eV/Å.



Entry 6:
One molecule with the formula C13H18OSi, computed with wB97M-V/def2-TZVPD.

Orbital gap   0.335 Ha
Relative energy (zero: lowest compared OMol25 entry of this formula, charge and spin)   0.0 kJ/mol
Structure (SMILES)   CCO[Si](C)(C)[C@@H]1C=Cc2ccccc21
E_HOMO   -8.272 eV
LUMO level   0.85 eV
DFT total energy   -870.94308 hartree

```
33
Properties=species:S:1:pos:R:3:forces:R:3
C 2.546 -0.280 2.825 0.69 -1.07 -1.09
C 1.337 0.581 2.843 -0.51 1.23 -0.12
O 0.728 0.779 1.560 -0.13 -0.42 0.36
Si -0.705 0.014 1.138 -0.30 0.48 -0.32
C -2.070 0.336 2.448 1.18 -0.71 -1.31
C -0.455 -1.799 0.788 -0.13 0.46 0.32
C -1.124 0.904 -0.507 0.09 -0.20 1.53
C -2.474 0.715 -1.145 0.72 0.23 -0.29
C -2.288 0.347 -2.418 0.13 -0.65 -0.77
C -0.847 0.146 -2.701 0.14 -0.35 -0.11
C -0.130 -0.280 -3.832 -0.40 0.34 0.06
C 1.271 -0.249 -3.803 -1.48 -1.03 -0.62
C 1.923 0.064 -2.650 0.39 0.69 0.45
C 1.234 0.424 -1.513 0.08 0.39 0.48
C -0.144 0.460 -1.528 -0.46 0.37 -0.87
H 2.340 -1.198 2.240 0.04 0.16 0.57
H 2.846 -0.528 3.844 0.05 -0.10 -0.06
H 3.400 0.170 2.298 -0.27 0.18 0.27
H 1.623 1.570 3.227 -0.21 -0.06 -0.09
H 0.597 0.191 3.534 -0.16 -0.23 0.27
H -2.491 1.248 2.057 -0.64 0.37 0.27
H -1.636 0.490 3.419 -0.03 0.11 0.48
H -2.767 -0.504 2.452 -0.14 0.29 0.08
H 0.406 -1.943 0.142 0.04 -0.09 -0.11
H -0.244 -2.228 1.768 -0.12 -0.51 -0.08
H -1.354 -2.231 0.323 0.28 -0.03 0.27
H -0.955 1.962 -0.290 -0.06 0.18 0.16
H -3.427 0.939 -0.682 0.15 0.00 0.02
H -3.064 0.196 -3.163 0.06 -0.03 0.16
H -0.673 -0.597 -4.722 0.22 0.13 0.09
H 1.834 -0.608 -4.644 0.09 0.11 -0.41
H 2.988 0.153 -2.666 0.59 -0.20 0.13
H 1.775 0.753 -0.644 0.09 -0.06 0.28
```
Positions in Å, forces in eV/Å.



Entry 7:
C12H4Br4O2S2Se2TcTe2 as an isolated structure, computed with wB97M-V/def2-TZVPD.

Total charge   -2
Orbital gap (alpha / beta)   0.197 / 0.196 Ha
Relative energy (zero: lowest compared OMol25 entry of this formula, charge and spin)   11.8 kJ/mol
E_HOMO (alpha / beta)   -1.392 / -1.364 eV
LUMO level (alpha / beta)   3.98 / 3.98 eV
Spin multiplicity   2
DFT total energy   -17122.52060 hartree

```
29
Properties=species:S:1:pos:R:3:forces:R:3
Tc 1.076 -1.200 0.609 0.38 -0.22 -0.20
Br 2.733 -3.752 -5.670 0.00 0.00 0.02
C 1.748 -3.172 -4.154 0.01 -0.02 -0.05
C 0.388 -2.940 -4.247 0.00 0.00 -0.01
Br -0.527 -3.196 -5.889 0.00 0.00 0.01
C -0.322 -2.505 -3.116 -0.03 -0.01 -0.04
Br -2.185 -2.175 -3.161 0.02 0.00 0.03
C 0.317 -2.292 -1.902 0.11 -0.02 0.08
O -0.279 -1.925 -0.802 -0.15 0.08 -0.12
C 1.727 -2.532 -1.806 0.00 -0.04 -0.20
O 2.280 -2.350 -0.640 -0.31 0.06 0.22
C 2.410 -2.971 -2.933 0.04 -0.01 0.02
Br 4.269 -3.272 -2.733 -0.04 0.01 0.02
S 1.549 0.614 -0.826 -0.01 -0.05 0.00
C 3.002 1.309 -0.175 -0.07 0.03 -0.03
C 3.668 2.336 -0.859 0.06 0.02 0.05
C 4.833 2.882 -0.357 -0.04 0.03 -0.09
C 5.362 2.419 0.848 0.02 -0.04 0.08
C 4.711 1.413 1.537 0.03 0.05 -0.02
C 3.533 0.848 1.038 -0.09 -0.04 0.03
S 2.695 -0.382 1.957 0.08 0.09 0.13
H 3.254 2.686 -1.797 0.00 0.00 0.00
H 5.337 3.670 -0.906 0.00 0.00 0.00
H 6.279 2.841 1.241 0.00 0.00 0.00
H 5.104 1.039 2.475 0.01 0.01 0.01
Se 0.983 -3.422 1.914 0.04 0.06 -0.04
Te 1.184 -2.730 4.290 0.00 -0.01 0.04
Te -0.783 -0.812 4.277 0.01 0.03 -0.05
Se -0.950 -0.488 1.770 -0.06 -0.01 0.10
```
Positions in Å, forces in eV/Å.